Record 1
{
  "formula": "C5H14NO2",
  "method": "ωB97M-V/def2-TZVPD",
  "symbols": ["C", "C", "H", "O", "H", "H", "H", "H", "N", "H", "H", "C", "H", "H", "C", "H", "O", "H", "H", "C", "H", "H"],
  "positions_angstrom": [[-1.71672, -0.27406, 1.06392], [0.45048, 1.43505, 0.15763], [2.76370, 0.80553, 0.35180], [2.07273, -1.18476, -1.28394], [-2.37848, -0.77099, 1.74057], [-2.74453, -1.20866, -0.73199], [0.33389, -0.19621, -1.79679], [2.91394, -0.42882, -0.59060], [-0.39099, -0.78870, 1.13766], [-0.25775, -1.69817, 0.65944], [-0.33470, 1.62005, -0.47896], [-2.43793, -0.29324, -0.43256], [0.21830, 2.11072, 1.13015], [-1.59334, 0.86528, 1.49548], [0.70358, 0.00209, 0.39201], [1.53089, -0.12914, 0.98458], [3.45572, 0.43214, -0.07259], [1.37011, 1.89493, -0.26859], [0.11849, -1.70684, -0.95172], [0.84426, -0.83530, -1.04878], [-3.22567, 0.46378, -0.29793], [-1.69599, -0.11467, -1.15879]],
  "nbo_charge": [-0.19, -0.63, 0.42, -0.85, 0.17, 0.19, 0.08, 0.49, -0.66, 0.36, 0.20, -0.66, 0.17, 0.17, -0.12, 0.19, -1.07, 0.23, 0.06, 0.03, 0.19, 0.21],
  "charge": -1,
  "homo_lumo_gap_ev": 7.31,
  "total_energy_ha": -404.0631,
  "de_lowest_kcal_mol": 57.4,
  "lumo_energy_ev": 3.731,
  "mol_weight_g_mol": 120.17
}


Record 2
{
  "formula": "C7H10O",
  "method": "ωB97M-V/def2-TZVPD",
  "symbols": ["H", "H", "H", "O", "H", "C", "H", "C", "H", "H", "C", "H", "H", "C", "C", "H", "C", "C"],
  "positions_angstrom": [[1.50991, 1.56298, -1.71366], [3.13137, -1.04619, 0.01664], [2.73281, 2.31820, -0.68168], [-3.91143, 0.87879, -0.86167], [-4.39597, -0.94045, 1.18162], [-3.34110, 0.10730, -0.17983], [-3.62584, -1.93088, 0.10555], [1.67923, 0.63373, 0.21591], [2.01711, -1.35743, 1.28943], [3.17417, 0.72256, -1.27976], [0.21658, 0.71375, 0.09756], [-2.53257, -1.23976, 1.27580], [1.99842, 1.15306, 1.11413], [2.29378, 1.36354, -1.02140], [-3.46227, -1.04907, 0.69554], [1.45066, -1.43430, -0.47046], [2.04084, -0.86446, 0.29120], [-0.97572, 0.40862, -0.07495]],
  "nbo_charge": [0.23, 0.19, 0.21, -0.41, 0.26, 0.86, 0.28, -0.31, 0.22, 0.21, -0.17, 0.31, 0.22, -0.60, -0.78, 0.22, -0.59, -0.34],
  "homo_lumo_gap_ev": 8.59,
  "total_energy_ha": -347.7651,
  "de_lowest_kcal_mol": 124.3,
  "lumo_energy_ev": 0.100,
  "mol_weight_g_mol": 110.16
}


Record 3
{
  "formula": "C24H37GeN6O2Si3Ti",
  "method": "ωB97M-V/def2-TZVPD",
  "symbols": ["C", "N", "H", "C", "H", "O", "H", "C", "C", "H", "N", "Si", "N", "N", "H", "H", "H", "H", "C", "C", "H", "H", "N", "Ge", "H", "H", "C", "C", "C", "C", "H", "H", "C", "H", "C", "C", "H", "C", "H", "H", "H", "H", "C", "H", "C", "H", "O", "H", "C", "H", "H", "C", "C", "H", "H", "C", "N", "H", "Ti", "C", "H", "H", "Si", "C", "H", "H", "H", "Si", "H", "H", "H", "C", "H", "C"],
  "positions_angstrom": [[-0.98454, -4.33176, -0.53176], [1.79613, -0.26310, 2.61477], [3.44195, 2.16684, 4.24763], [-2.32507, -6.26049, -2.03009], [1.94329, -1.63228, -1.32787], [-0.22592, -2.07620, -0.20848], [-3.51015, 0.65037, -0.05930], [2.58031, -0.88117, -0.85874], [-2.78734, 2.37508, 4.13342], [1.95640, 1.95674, -3.59512], [-2.79752, 2.98128, 5.11633], [-0.36824, 3.77361, -0.00133], [-2.85264, 1.73055, 2.97425], [0.68906, -2.45597, 1.99976], [-1.98360, 2.38486, -3.69048], [3.06134, -2.00374, 5.22380], [0.24891, 3.39533, 2.38088], [-4.07731, -0.46566, -1.30863], [-1.94932, -5.14513, 0.05252], [2.29795, 0.94544, 2.93584], [3.45183, 1.94393, 0.46180], [-2.16326, -5.00440, 1.10370], [-1.20951, 0.15356, 2.11800], [-0.11910, 1.52535, -0.75963], [1.35232, 4.70533, -1.55576], [-2.27969, 5.16700, 0.66980], [3.07714, 1.17165, 4.03960], [1.46583, -2.54355, 3.05925], [-1.35282, -5.47261, -2.62544], [-1.98147, 0.90518, 2.59199], [0.19073, 5.94212, -1.06440], [-3.37776, -6.72146, -0.21550], [-2.71377, 1.93798, -3.01239], [-0.71894, -0.34109, -3.94541], [-1.31664, -0.76781, -3.13688], [2.21210, 0.96046, -3.22956], [3.22824, 0.72679, -3.55981], [-2.62428, -6.10435, -0.68507], [3.98668, 0.23286, 5.76381], [-2.16860, -1.28355, -3.59021], [-0.25443, 4.74751, -2.28718], [0.43561, -4.02048, -3.34895], [-3.19144, -0.11102, -0.77476], [1.64491, -3.48784, 3.55729], [-0.31185, -3.29180, 0.27894], [-0.71989, -1.50543, -2.59936], [0.31917, -3.75917, -2.42953], [-3.13263, 2.73078, -2.39178], [0.29568, 4.89345, -1.35522], [4.34418, 1.87724, -1.05520], [-3.52510, 1.52659, -3.61950], [-2.17547, 4.14414, 0.29736], [2.86700, -1.14937, 4.58949], [3.09590, 3.10376, -0.82450], [3.60707, -1.04317, -1.20330], [3.37376, 0.08812, 4.88432], [0.15831, -3.60951, 1.44584], [-2.84409, -7.00290, -2.62231], [0.32441, -0.69042, 1.10069], [2.06273, -1.31678, 3.44957], [1.66937, 3.87905, 1.43169], [-2.77330, -0.95008, -0.21622], [2.11581, 0.87225, -1.35784], [-0.67848, -4.51354, -1.88103], [0.47072, 5.08057, 1.91533], [2.61528, -1.07657, 0.22147], [-2.60569, 3.47250, 1.04217], [-1.94100, 0.56670, -1.98755], [-2.76169, 4.06288, -0.61891], [1.53208, 0.24294, -3.69082], [2.03514, 1.75491, 2.26657], [0.60029, 4.04847, 1.57906], [-1.10460, -5.60658, -3.67296], [3.35954, 2.06479, -0.61815]],
  "lowdin_spin": [0.00, 0.10, 0.00, 0.00, 0.00, 0.03, 0.00, 0.01, 0.00, 0.00, 0.00, 0.06, 0.01, 0.11, 0.00, 0.00, 0.00, 0.00, 0.00, 0.04, 0.00, 0.00, 0.04, 0.48, 0.00, 0.00, 0.06, 0.20, 0.00, 0.03, 0.00, 0.00, 0.02, 0.00, 0.00, 0.04, 0.01, 0.00, 0.00, 0.00, 0.00, 0.00, 0.01, 0.01, 0.03, 0.00, 0.00, 0.00, 0.02, 0.00, 0.00, 0.00, 0.03, 0.00, 0.00, 0.05, 0.00, 0.00, 1.31, 0.09, 0.00, 0.00, 0.10, 0.00, 0.00, 0.00, 0.00, 0.07, 0.00, 0.00, 0.01, 0.01, 0.00, 0.00],
  "homo_lumo_gap_ev": [6.28, 6.71],
  "total_energy_ha": -5210.7272,
  "de_lowest_kcal_mol": 9.9,
  "s2": 3.7693,
  "spin_multiplicity": 4,
  "lumo_energy_ev": [-0.134, -1.701],
  "mol_weight_g_mol": 646.33
}


Record 4
{
  "formula": "C25H49BiNO2SSi2",
  "method": "ωB97M-V/def2-TZVPD",
  "symbols": ["H", "H", "H", "C", "H", "C", "H", "H", "C", "O", "H", "H", "C", "N", "S", "C", "C", "H", "H", "H", "O", "H", "H", "H", "H", "H", "Si", "H", "H", "H", "C", "C", "C", "H", "H", "H", "H", "H", "H", "C", "H", "H", "H", "C", "C", "H", "H", "H", "C", "C", "H", "C", "H", "H", "C", "H", "C", "Si", "H", "C", "H", "C", "C", "H", "C", "H", "H", "H", "H", "H", "H", "H", "C", "H", "Bi", "C", "C", "H", "H", "H", "C"],
  "positions_angstrom": [[-1.11720, 0.49337, 2.98037], [-6.72288, -0.23288, 3.22006], [1.54765, -4.31625, -2.88741], [2.21586, -3.48742, -2.63838], [4.95697, -1.28275, 0.36679], [-1.84934, 4.64248, 2.48099], [-2.09501, -3.47147, 1.57716], [1.99377, -0.59569, -1.28277], [0.83715, -2.63790, 3.68030], [2.22914, -1.06392, -2.25977], [4.36915, -0.18088, -4.70326], [2.05137, -2.36229, 0.26472], [3.17516, 0.85363, -0.05806], [-3.49906, 0.07319, 1.45237], [-3.33132, 3.90738, 3.01920], [-1.09752, 3.77550, 1.72050], [-5.35251, -1.27192, 1.98519], [0.65496, 0.31087, 2.75337], [-0.36550, -3.61621, 1.12570], [2.63320, 1.60888, -0.66221], [2.24066, -0.30206, 0.02528], [0.00959, 4.17411, -3.76189], [-0.42874, 0.26972, -1.30562], [0.84686, -2.00041, -3.53467], [3.16407, 0.69544, -2.76708], [3.97021, 0.52723, 1.93969], [-1.13745, 2.39158, -2.60524], [-2.42780, 4.33054, -3.10047], [-3.66993, -1.93326, 0.72260], [-1.35059, -2.28837, 0.45970], [-4.11494, -1.14374, 1.33365], [-5.79051, -0.16830, 2.72521], [-5.08618, 1.03616, 2.85063], [4.39871, -2.94473, 0.33104], [0.63213, -2.27480, -1.74743], [1.92379, 0.13037, -3.96704], [2.82961, -1.42594, 1.59814], [1.12531, 2.76573, -3.56643], [-1.01463, 0.35030, -4.04391], [4.18332, -1.94226, -0.04135], [-2.39603, 4.12955, -1.32013], [-1.77989, -1.30065, 5.00626], [4.23790, -1.98467, -1.14051], [1.33362, -2.27324, -2.59173], [-2.98972, 2.39030, 2.20636], [4.06648, 0.45978, -0.57653], [1.27334, -1.89879, 4.36489], [2.55422, 1.64224, 1.86521], [-1.17443, -2.90736, 1.36123], [-2.50124, 3.60278, -2.27669], [2.99313, -3.40942, -3.41109], [-1.76256, 2.51698, 1.55950], [-5.88972, -2.19157, 1.87478], [0.06891, 1.87924, -0.40685], [-2.08443, -1.89391, 4.13128], [0.50491, -3.51461, 4.24601], [3.46224, 1.30244, 1.35174], [-0.68641, -1.93721, 2.89022], [0.81276, 3.87029, -2.18337], [0.37520, 3.40072, -3.07644], [-3.01857, -1.47837, 3.72743], [2.81934, -1.60767, 0.51868], [-0.31218, -0.13980, 2.56902], [2.67200, -3.69226, -1.65936], [3.87241, -0.91605, -4.06428], [-5.39968, 1.88470, 3.38572], [-1.58176, 5.68278, 2.75805], [3.44738, -1.70474, -4.69625], [1.57094, -2.92779, 2.92090], [-2.70888, 0.87278, -3.75698], [4.62269, -1.33445, -3.37436], [-2.25452, -2.93133, 4.44270], [-3.85980, 1.17361, 2.19426], [-0.09280, 4.03659, 1.26523], [-1.41432, 0.33292, 0.70438], [-0.42089, 1.36508, -1.22287], [2.78983, -0.15232, -3.35216], [4.13904, 2.14758, 1.24192], [-3.47739, 3.10438, -2.32564], [-1.66527, 1.79258, -4.88169], [-1.68336, 1.21587, -3.94850]],
  "mulliken_charge": [0.71, 0.46, 0.46, -1.08, 0.38, -0.34, 0.48, 0.26, -1.08, 0.27, 0.43, 0.08, -0.21, 0.03, -0.24, -0.63, -0.92, 0.51, 0.42, 0.17, -0.23, 0.39, 0.34, 0.44, 0.25, 0.31, -0.02, 0.36, 0.55, 0.17, -0.14, -0.46, -0.91, 0.50, -0.04, 0.19, 0.48, 0.15, 0.12, -1.55, 0.27, 0.30, 0.06, -0.04, 0.01, 0.38, 0.30, 0.21, -1.09, -1.03, 0.26, -0.21, 0.48, -0.01, -1.02, 0.37, -1.34, 0.63, 0.29, -1.00, 0.17, 0.28, -1.12, 0.22, -1.29, 0.55, 0.43, 0.34, 0.24, 0.30, 0.27, 0.37, 1.07, 0.29, 0.42, -0.63, 0.08, 0.45, 0.29, 0.35, -0.92],
  "charge": 1,
  "homo_lumo_gap_ev": 5.65,
  "total_energy_ha": -2378.5803,
  "lumo_energy_ev": -2.432,
  "mol_weight_g_mol": 692.89
}